No. 1
{
  "formula": "C7H6Cl2N2O3SSmY",
  "method": "wB97M-V/def2-TZVPD",
  "charge": 4,
  "spin_multiplicity": 6,
  "total_energy_ha": -2618.8254,
  "homo_lumo_gap_ha": [0.1581, 0.1957],
  "relative_energy_ev": 1.049,
  "species": ["Sm", "Y", "Cl", "Cl", "C", "C", "C", "O", "O", "O", "C", "N", "C", "C", "N", "C", "S", "H", "H", "H", "H", "H", "H"],
  "coordinates": [[4.026963, -0.869644, -1.027450], [-0.414393, 0.507734, 0.892387], [2.377581, -0.953415, -2.904155], [1.097103, 0.458786, 2.841109], [-2.377594, -0.622472, 1.718429], [4.187272, -2.935612, -2.207292], [2.861070, -2.595306, 0.135918], [-3.316112, -1.155288, 2.153762], [3.625951, -3.654091, -2.909162], [2.302809, -3.577936, 0.420769], [-2.355937, 4.131670, -1.682268], [-2.384845, 3.401575, -0.392577], [-3.521748, 3.240102, 0.426573], [-3.188981, 2.501685, 1.527259], [-1.825446, 2.201576, 1.369516], [-1.317426, 2.880498, 0.195455], [0.220222, 2.654021, -0.521478], [-1.583533, 4.932692, -1.619067], [-2.102242, 3.443216, -2.519065], [-3.376180, 4.539754, -1.808835], [-4.471680, 3.644784, 0.114423], [-3.741631, 2.059501, 2.327762], [-1.196931, 2.165711, 2.229388]],
  "atomic_forces_ev_per_a": [[1.0, 2.7, -1.7], [2.3, -0.7, -0.4], [0.7, 0.7, 1.7], [-0.7, -0.1, -1.2], [-6.4, -3.9, 2.9], [-2.7, -4.4, -4.0], [-4.1, -7.0, 2.4], [5.0, 2.9, -2.3], [3.0, 2.3, 3.0], [3.0, 5.4, -1.4], [-0.1, 0.3, -0.3], [0.2, 0.1, 1.0], [0.2, -0.7, 0.6], [-0.2, 0.9, -1.8], [1.8, 1.0, 0.7], [-1.4, -0.4, -0.1], [-0.1, -0.4, 0.6], [-0.7, -0.5, 0.0], [-0.2, 0.4, 0.7], [0.7, 0.0, -0.2], [-0.1, 0.0, 0.1], [-0.4, 0.2, 0.4], [-1.1, 1.2, -0.5]],
  "lowdin_spin": [5.093, 0.000, -0.067, 0.000, 0.000, -0.016, -0.013, 0.000, 0.001, 0.002, 0.000, 0.000, 0.000, 0.000, 0.000, 0.000, 0.000, 0.000, 0.000, 0.000, 0.000, 0.000, 0.000]
}

=====

No. 2
{
  "formula": "CH3OPS",
  "method": "wB97M-V/def2-TZVPD",
  "charge": 0,
  "smiles": "CSP=O",
  "total_energy_ha": -854.6732,
  "homo_lumo_gap_ha": 0.3238,
  "relative_energy_ev": 0.000,
  "species": ["C", "O", "P", "S", "H", "H", "H"],
  "coordinates": [[0.081460, -0.215796, -0.036530], [4.480509, 0.009066, 0.004187], [3.168780, 0.561098, -0.180460], [1.691853, -1.093280, 0.162700], [-0.149479, -0.518633, -1.048198], [0.466421, 0.893872, 0.190023], [-0.440852, -0.509888, 0.815901]],
  "atomic_forces_ev_per_a": [[4.0, 2.5, 0.0], [2.0, -0.7, 0.2], [-3.2, -0.5, 0.1], [1.4, 0.7, 0.0], [-1.1, 0.6, 0.2], [-1.6, -2.0, -1.2], [-1.6, -0.6, 0.7]],
  "mulliken_charge": [-0.701, -0.355, 0.405, -0.171, 0.286, 0.245, 0.291]
}

=====

No. 3
{
  "formula": "C20H35ClN2O7PS2",
  "method": "wB97M-V/def2-TZVPD",
  "charge": -1,
  "total_energy_ha": -3017.0326,
  "homo_lumo_gap_ha": 0.0986,
  "species": ["C", "C", "C", "C", "C", "C", "C", "C", "C", "C", "C", "S", "O", "O", "Cl", "C", "C", "O", "O", "C", "O", "C", "C", "C", "C", "N", "N", "P", "S", "H", "H", "H", "H", "H", "H", "H", "H", "H", "H", "H", "H", "H", "H", "H", "H", "H", "H", "H", "H", "H", "H", "H", "H", "H", "H", "H", "H", "H", "H", "H", "O", "C", "C", "O", "H", "H", "H", "H"],
  "coordinates": [[1.200785, 0.793519, 2.620659], [2.454504, 1.179231, 1.801991], [2.240497, 2.389149, 0.869773], [2.827005, 2.088749, -0.526256], [1.771587, 2.083905, -1.668550], [0.406283, 1.614631, -1.204665], [0.173889, 0.287517, -1.095762], [1.218392, -0.768553, -1.395395], [1.166804, -1.113833, -2.923855], [0.757121, -2.576159, -3.163402], [1.899107, -3.588594, -2.897890], [1.617996, -4.707075, -1.529617], [2.482802, -5.836706, -1.693817], [1.775156, -4.046865, -0.281505], [-0.296848, -5.389322, -1.808433], [-1.123950, -0.196780, -0.696220], [-1.453197, -1.583816, -0.581871], [-0.898980, -2.425581, 0.111507], [-2.531398, -1.986272, -1.362209], [-2.145632, 0.785249, -0.432385], [-3.387454, 0.259244, -0.105685], [-1.937758, 2.109652, -0.494049], [-3.001317, 3.155780, -0.229353], [-4.079964, 2.819039, 0.814340], [-3.544346, 2.390568, 2.204124], [-4.225764, 1.219522, 2.763296], [-0.629591, 2.564186, -0.885068], [-0.253071, 4.187460, -0.997254], [-0.760876, 4.929436, -2.732681], [1.476646, 0.707297, 3.672812], [0.891570, -0.203266, 2.320811], [0.355293, 1.466675, 2.488888], [3.254771, 1.418685, 2.505668], [2.785673, 0.292092, 1.266126], [2.823490, 3.214646, 1.288419], [1.206366, 2.724198, 0.854839], [3.569167, 2.860776, -0.765026], [3.381503, 1.155326, -0.570117], [1.773306, 3.051827, -2.171790], [2.112950, 1.379133, -2.424992], [2.212406, -0.432039, -1.121862], [0.989595, -1.641566, -0.790271], [2.163046, -0.901602, -3.320330], [0.422400, -0.466945, -3.383401], [0.412835, -2.692391, -4.190350], [-0.080494, -2.776066, -2.496280], [2.875448, -3.119018, -2.804841], [1.945783, -4.234850, -3.774523], [-2.934468, -2.741460, -0.910485], [-3.781593, -0.058756, -0.924919], [-3.523063, 3.320409, -1.180942], [-2.603490, 4.129424, 0.046128], [-4.679705, 3.728224, 0.939901], [-4.774901, 2.082617, 0.425601], [-3.644837, 3.256732, 2.863405], [-2.482884, 2.170548, 2.084401], [-3.617752, 0.425390, 2.628328], [-5.092760, 1.042077, 2.279276], [-0.840746, 4.878350, 0.076892], [1.125325, 4.359070, -0.833420], [0.762464, -5.015537, 3.825326], [1.698098, -4.340500, 3.380380], [0.949964, -2.933906, 2.487532], [1.876067, -2.257483, 2.028566], [2.355598, -4.771515, 2.603861], [2.370628, -3.820098, 4.089724], [0.286933, -2.470731, 3.246900], [0.257587, -3.423047, 1.779998]],
  "atomic_forces_ev_per_a": [[0.5, -0.5, 0.0], [-0.8, 0.3, 0.7], [1.4, -0.6, 0.1], [-0.4, 1.2, -0.6], [0.0, -0.2, 0.4], [0.7, -1.2, -0.5], [-0.2, 0.2, 1.2], [-0.4, 0.5, -0.7], [0.1, -0.4, 1.0], [0.5, 0.6, 0.4], [-1.4, 0.0, -1.1], [2.0, -0.3, 0.4], [-0.3, -0.5, -0.7], [-1.0, 0.6, 0.2], [0.2, 0.3, 0.0], [-0.2, -0.3, -0.3], [0.2, 0.9, 0.2], [0.3, -0.9, -0.1], [-0.5, 0.1, 0.2], [0.3, -0.3, -1.0], [-0.4, 0.6, 0.2], [-0.6, -0.1, 0.6], [-0.5, -0.5, -0.4], [0.0, 0.4, 0.2], [-0.4, 0.2, -0.8], [0.5, 0.3, 0.5], [1.0, 1.4, 0.7], [-0.7, -0.3, -1.3], [0.0, 0.5, 0.1], [-0.3, 0.2, 0.1], [-0.3, 0.1, -0.1], [0.1, 0.1, 0.1], [0.1, 0.0, -0.1], [0.0, 0.1, -0.2], [-0.2, 0.1, 0.0], [-0.1, -0.3, -0.1], [0.0, 0.0, -0.1], [-0.1, -0.1, 0.4], [-0.2, -0.1, -0.1], [0.0, 0.0, -0.2], [0.1, 0.0, 0.1], [0.1, 0.0, 0.0], [-0.1, 0.0, -0.5], [0.1, 0.1, -0.2], [0.0, -0.2, 0.0], [-0.1, -0.1, -0.2], [0.1, -0.1, 0.6], [0.2, -0.3, 0.2], [0.2, -0.2, 0.0], [0.1, -0.3, 0.0], [0.0, 0.3, 0.0], [0.2, -0.1, 0.0], [0.0, 0.0, 0.0], [0.1, -0.3, 0.0], [0.1, -0.1, 0.2], [0.0, -0.1, 0.2], [-0.3, -0.2, -0.1], [0.0, -0.1, -0.1], [0.3, -0.2, 0.1], [-0.2, -0.2, 0.6], [0.0, 0.9, -0.5], [2.6, -4.1, 2.5], [-3.1, 4.3, -3.0], [0.4, -0.9, 0.8], [-0.8, 0.4, -0.8], [-0.7, 0.8, 0.0], [0.8, -0.3, 0.9], [0.9, -1.0, -0.1]],
  "mulliken_charge": [-0.574, -0.694, -0.312, -0.976, -1.604, -0.055, 0.691, 0.208, -1.382, -0.220, -0.935, 1.107, -0.650, -0.411, -0.231, 1.004, -0.646, -0.509, -0.572, 1.125, -0.578, -0.686, -1.302, -0.862, 0.061, -0.746, 0.920, 0.110, -0.451, 0.306, -0.224, 0.123, 0.605, 0.180, 0.517, 0.164, 0.425, 0.534, 0.592, 0.154, 0.338, -0.777, 0.518, 0.547, 0.423, -0.042, 0.426, 0.347, 0.367, 0.309, 0.333, 0.235, 0.533, 0.353, 0.391, -0.352, 0.343, 0.289, 0.086, 0.072, -0.481, -0.213, 0.082, -0.402, 0.220, 0.280, 0.454, 0.115]
}